58
Properties=species:S:1:pos:R:3:forces:R:3:lowdin_spin:R:1 method="wB97M-V/def2-TZVPD" e_above_lowest_kj_mol=6.6 lumo_energy_ev="-3.833 / -3.813" total_charge=+1 spin_multiplicity=7 energy_ha=-5398.6930 fmax_ev_per_a=0.7 orbital_gap_ev="5.846 / 5.887"
Eu 1.26940 0.35906 -0.20414 0.25 -0.53 0.38 6.093
C -1.44963 -0.68739 2.09023 -0.02 -0.06 -0.01 0.000
C -2.74414 -0.42192 1.33083 -0.04 0.05 -0.07 0.000
O -1.04800 1.66606 0.88822 -0.04 0.03 0.06 -0.001
C -0.76517 3.01318 1.34477 -0.04 -0.04 -0.03 0.000
C 0.52157 2.98149 2.17641 0.02 0.01 0.01 0.000
O 1.21467 1.74052 2.01854 -0.06 -0.05 -0.02 -0.003
C 2.59068 1.84693 2.41503 -0.02 0.11 -0.01 0.000
C 3.07894 0.46954 2.75010 0.05 -0.09 0.00 0.000
O 2.89923 -0.36082 1.60351 -0.02 0.06 -0.02 -0.005
C 3.21764 -1.73454 1.86262 0.07 0.07 0.07 0.000
C 3.00823 -2.50414 0.58336 -0.06 -0.06 -0.05 0.000
O 1.74775 -2.17123 0.00944 -0.01 -0.02 0.14 -0.003
C 0.65014 -3.04713 0.21588 0.10 -0.03 -0.04 0.000
C -0.18637 -2.58600 1.38110 -0.09 0.03 0.05 0.000
O -0.42255 -1.17245 1.23966 0.03 0.06 -0.06 -0.003
H -1.69247 -1.43448 2.85032 0.00 0.00 0.01 0.000
H -1.08927 0.19681 2.60268 0.03 0.01 0.00 0.000
H -3.43242 0.10153 1.99672 -0.02 0.01 0.00 0.000
H -3.20531 -1.36739 1.05640 0.01 -0.02 0.00 0.000
H -1.61328 3.34141 1.94550 -0.01 0.01 0.01 0.000
H -0.62972 3.65919 0.48573 0.02 0.02 0.00 0.000
H 0.30365 3.11235 3.23855 0.00 0.00 0.01 0.000
H 1.15906 3.79886 1.83511 0.01 0.00 0.00 0.000
H 2.68745 2.48773 3.29403 -0.03 -0.01 0.02 0.000
H 3.15955 2.29413 1.59260 0.02 0.02 0.01 0.000
H 2.50681 0.05339 3.58532 0.00 0.01 0.02 0.000
H 4.13641 0.50487 3.02384 0.01 0.00 0.00 0.000
H 2.57655 -2.08916 2.67639 -0.01 -0.02 -0.01 0.000
H 4.26135 -1.81507 2.17812 0.00 0.00 0.02 0.000
H 3.07890 -3.57681 0.77357 0.01 0.00 -0.01 0.000
H 3.75420 -2.22121 -0.15817 0.01 0.01 -0.01 0.000
H 0.99445 -4.06979 0.38464 -0.01 -0.01 -0.01 0.000
H 0.06650 -3.00825 -0.70233 -0.02 0.00 -0.01 0.000
H 0.30257 -2.75665 2.34476 0.02 -0.01 0.00 0.000
H -1.13824 -3.12527 1.37374 0.00 0.01 0.01 0.000
C -4.40568 0.09991 -3.28047 0.00 0.03 0.02 0.000
C -3.61890 0.64722 -2.12791 -0.02 -0.07 0.00 0.000
C -2.94154 1.86758 -2.20557 -0.02 0.05 -0.10 0.000
C -2.10743 2.28433 -1.19533 0.02 -0.02 0.04 0.000
C -1.95985 1.48006 -0.07960 0.04 0.11 -0.09 0.000
Br 1.42065 2.89795 -1.09806 0.04 0.52 -0.13 -0.018
N -2.68165 0.35358 0.05483 0.02 -0.11 0.12 0.000
C -3.47254 -0.06523 -0.96722 -0.04 0.00 -0.03 0.000
H -4.98058 0.88549 -3.76846 0.00 0.00 0.00 0.000
H -5.09056 -0.68517 -2.96556 0.01 0.00 0.01 0.000
H -3.71766 -0.32156 -4.01663 0.00 0.01 0.00 0.000
H -3.02573 2.47010 -3.10196 0.00 -0.02 0.01 0.000
H -1.48919 3.16226 -1.30118 -0.03 0.02 -0.01 0.000
H -3.97982 -1.00576 -0.80786 0.01 0.01 0.00 0.000
S 3.21265 -0.20637 -1.94632 -0.22 -0.07 -0.17 -0.037
C 2.19391 -0.52841 -3.34163 0.30 0.00 -0.15 -0.003
C 2.93580 -0.64147 -4.57683 -0.09 0.10 0.14 -0.001
N 3.54709 -0.72234 -5.54673 0.01 -0.03 0.02 -0.001
C 0.85196 -0.68686 -3.40685 -0.29 -0.09 -0.19 0.000
S -0.31980 -0.66698 -2.08010 0.09 -0.09 -0.13 -0.018
C 0.22463 -0.94769 -4.67808 0.03 0.11 0.18 0.000
N -0.36486 -1.14795 -5.64557 0.00 -0.01 0.01 0.000

***

11
Properties=species:S:1:pos:R:3:forces:R:3:nbo_charge:R:1 method="wB97M-V/def2-TZVPD" e_above_lowest_kj_mol=159.5 lumo_energy_ev=0.859 total_charge=0 energy_ha=-285.3538 fmax_ev_per_a=1.1 orbital_gap_ev=11.764 smiles=N#CC[C@H]1CO1
N 2.77079 0.59149 0.30858 -0.75 -0.73 -0.28 -0.316
C 1.88884 -0.10995 0.05017 0.89 0.64 0.16 0.282
C 0.67795 -0.89068 -0.20783 -0.02 0.02 -0.02 -0.532
C -0.47222 -0.11549 0.40602 0.18 0.05 0.20 0.067
C -1.26407 0.94045 -0.22017 0.08 0.26 -0.05 -0.107
O -1.77038 -0.38462 -0.06941 -0.13 -0.19 0.09 -0.477
H 0.75036 -1.85544 0.31027 0.06 0.16 -0.15 0.257
H 0.56441 -1.09859 -1.27658 -0.09 0.22 0.16 0.260
H -0.33400 -0.03279 1.48485 -0.35 -0.14 -0.01 0.186
H -1.73483 1.66238 0.44721 0.12 -0.03 -0.18 0.189
H -1.07685 1.29323 -1.23310 0.01 -0.25 0.09 0.190

***

64
Properties=species:S:1:pos:R:3:forces:R:3:lowdin_spin:R:1 method="wB97M-V/def2-TZVPD" e_above_lowest_kj_mol=28.3 lumo_energy_ev="-4.317 / -7.533" total_charge=+2 spin_multiplicity=5 energy_ha=-2284.9609 fmax_ev_per_a=1.3 orbital_gap_ev="8.894 / 6.271"
Rh 0.10900 1.21904 -0.34494 -0.48 -0.28 -0.10 2.264
C -0.94225 1.36016 2.85692 -0.03 0.02 -0.06 0.004
O -1.33425 1.29940 1.48095 0.11 0.09 0.08 0.061
C -2.67861 1.71812 1.25905 -0.03 -0.11 0.19 0.006
C -3.00925 1.43405 -0.17905 0.04 0.06 -0.20 0.003
O -2.04184 2.01052 -1.06838 -0.33 -0.19 -0.06 0.048
C -2.11354 3.43286 -1.23563 -0.11 -0.22 -0.08 0.004
C -0.98363 4.05213 -0.46602 0.01 0.11 0.01 0.004
O 0.24283 3.47641 -0.93911 0.02 0.57 0.05 0.079
C 0.72106 4.04266 -2.17220 -0.07 -0.01 -0.09 0.009
H -1.54681 0.67133 3.44600 -0.03 -0.02 0.01 0.001
H -1.06033 2.37521 3.24251 0.01 0.02 0.00 0.000
H 0.09944 1.05856 2.91473 0.02 -0.03 -0.03 0.001
H -2.78436 2.77560 1.52185 -0.03 0.02 -0.02 0.000
H -3.36138 1.14244 1.89184 0.05 0.01 0.07 0.002
H -4.01015 1.79187 -0.42219 -0.03 0.05 -0.03 0.001
H -2.97495 0.35986 -0.36161 0.01 0.02 -0.04 0.003
H -3.08540 3.83051 -0.93688 0.00 -0.08 0.07 0.002
H -1.98375 3.61543 -2.30117 -0.09 0.08 -0.05 0.000
H -1.03495 3.79816 0.59216 0.00 0.04 0.01 0.001
H -0.98972 5.13997 -0.56197 0.19 0.00 -0.08 0.001
H 1.79498 3.89155 -2.21130 -0.06 -0.04 0.00 0.001
H 0.25454 3.56397 -3.03327 -0.03 0.00 -0.01 0.001
H 0.51546 5.11262 -2.19218 0.01 0.00 0.02 0.002
C 1.74726 -0.73700 -3.10635 -0.11 -0.15 0.07 0.012
N 1.69053 -1.80827 -2.11654 0.40 0.12 -0.40 0.012
C 2.58199 -2.87080 -2.10708 -0.17 0.11 0.03 0.010
C 2.20251 -3.67554 -1.09296 -0.14 0.12 0.00 0.007
N 1.09318 -3.10609 -0.48961 0.32 -1.00 0.70 0.019
B 0.50835 -3.69067 0.86805 0.10 0.06 -0.05 0.006
N -0.99699 -4.15442 0.66221 -0.14 0.12 0.15 0.078
C -1.30265 -5.30472 0.05477 0.04 -0.14 -0.16 0.127
C -2.67262 -5.50205 0.11690 0.01 -0.11 -0.06 0.146
N -3.18544 -4.46004 0.77906 -0.18 0.09 0.06 0.076
C -4.61097 -4.27138 1.07442 0.21 -0.05 -0.02 0.002
C -2.16580 -3.59544 1.13844 0.07 -0.16 -0.08 0.020
S -2.39355 -2.20176 1.99230 0.09 0.02 0.07 0.516
C 0.80736 -1.98227 -1.11694 -0.30 0.63 -0.32 0.033
S -0.56461 -0.99932 -0.68660 0.33 0.29 -0.12 0.252
H 1.41292 -1.09872 -4.07650 0.00 -0.04 -0.01 0.000
H 2.76931 -0.37555 -3.18749 0.02 0.00 0.01 0.000
H 1.09642 0.07625 -2.80454 -0.10 0.06 0.09 0.011
H 3.38575 -2.95546 -2.81895 -0.05 0.05 0.02 0.001
H 2.63011 -4.59403 -0.73244 -0.03 0.02 0.01 0.000
H 1.14688 -4.69127 1.07979 -0.13 0.14 0.02 0.001
H 0.56496 -2.87374 1.73883 -0.06 0.06 -0.05 0.000
H -0.54312 -5.93636 -0.37740 -0.07 0.00 0.03 0.006
H -3.28227 -6.31261 -0.24859 0.06 0.02 0.00 0.007
H -5.09849 -5.23994 1.01903 0.00 -0.01 -0.01 0.001
H -5.05310 -3.59356 0.35014 0.00 0.05 -0.04 0.002
H -4.71647 -3.86089 2.07161 0.00 0.02 0.05 0.002
C 3.91543 2.41879 -0.92483 0.08 0.11 -0.05 0.022
Sb 2.50737 1.91060 0.56740 0.42 -0.68 0.28 0.089
C 3.55754 0.29925 1.47329 0.06 0.05 0.09 0.010
C 2.80382 3.42573 2.00292 -0.07 0.10 0.00 0.029
H 4.78619 2.84276 -0.42510 0.02 -0.02 -0.08 0.003
H 3.52625 3.13705 -1.64200 0.11 -0.03 0.06 0.000
H 4.20589 1.50833 -1.44671 0.01 0.02 -0.01 0.000
H 4.34929 -0.02569 0.79927 -0.01 -0.02 0.03 0.000
H 2.88950 -0.53479 1.67895 -0.01 0.02 -0.02 0.000
H 4.00291 0.64283 2.40683 0.02 -0.05 -0.04 0.001
H 3.88017 3.53231 2.12752 -0.02 0.06 0.06 0.003
H 2.35258 3.11877 2.94452 0.02 0.04 0.01 0.000
H 2.36946 4.36730 1.67427 0.03 0.00 0.02 0.000

***

51
Properties=species:S:1:pos:R:3:forces:R:3:lowdin_spin:R:1 method="wB97M-V/def2-TZVPD" e_above_lowest_kj_mol=0.0 lumo_energy_ev="4.162 / 4.161" total_charge=-2 spin_multiplicity=6 energy_ha=-5776.5545 fmax_ev_per_a=0.4 orbital_gap_ev="5.807 / 5.799"
Mn 0.33793 0.06960 -0.42767 -0.10 -0.05 -0.40 4.708
Cl -7.06573 -1.68990 -2.52282 0.00 0.00 0.00 0.001
C -5.45208 -1.36668 -1.97131 0.02 0.01 -0.02 0.004
C -4.36355 -1.47660 -2.84156 -0.02 -0.02 0.00 0.000
Cl -4.64287 -1.93884 -4.49000 -0.01 0.00 0.00 0.000
C -3.07420 -1.22701 -2.41298 0.02 0.03 0.08 0.004
Cl -1.71959 -1.35186 -3.45928 -0.01 0.00 -0.02 0.001
C -2.78949 -0.84620 -1.06295 -0.04 0.02 -0.05 0.007
O -1.62509 -0.61624 -0.65096 0.20 -0.03 0.10 0.042
C -3.92652 -0.73059 -0.20918 0.00 0.02 0.00 0.004
Cl -3.61230 -0.22047 1.41128 -0.03 -0.01 -0.02 0.001
C -5.21243 -0.98608 -0.65325 0.01 -0.01 0.02 0.000
Cl -6.54856 -0.82775 0.44407 0.00 0.00 -0.01 0.000
N -0.37240 -2.26907 1.97710 0.04 -0.14 -0.07 0.002
C 0.10220 -1.18391 2.56864 -0.06 0.14 -0.02 0.004
N -0.03033 -1.04451 3.90209 -0.06 -0.05 -0.09 0.001
C 0.55722 0.02587 4.40080 0.15 -0.05 0.05 0.001
N 0.42403 0.24227 5.75218 -0.01 0.02 0.00 0.001
N 1.33416 0.89378 3.73934 -0.01 0.10 0.07 0.002
C 1.32046 0.71040 2.42737 -0.02 0.06 -0.01 0.005
N 0.68576 -0.24734 1.78778 -0.05 -0.24 0.02 0.028
C 2.11582 1.65456 1.58672 0.02 0.01 0.13 0.004
C 2.98715 2.57142 2.15362 0.03 0.03 0.06 0.001
C 3.73531 3.37422 1.30826 0.02 0.02 0.10 0.001
C 3.58929 3.23812 -0.06078 -0.03 -0.03 -0.08 0.001
C 2.68201 2.30262 -0.53770 -0.02 0.01 -0.01 0.004
N 1.96534 1.54105 0.27534 0.08 -0.09 -0.26 0.028
H -0.75726 -2.98128 2.57123 0.00 0.01 0.00 0.000
H -0.06979 -2.52863 1.02062 0.00 0.06 0.06 0.000
H -0.38118 -0.20781 6.15433 -0.02 0.00 0.00 0.000
H 0.56707 1.20197 6.01895 -0.01 0.01 0.00 0.000
H 3.06246 2.63095 3.22945 0.00 -0.01 0.00 0.000
H 4.43153 4.09694 1.71739 0.00 0.00 0.00 0.000
H 4.16362 3.83904 -0.75305 0.00 0.00 0.00 0.000
H 2.50944 2.14990 -1.59631 0.00 -0.01 0.01 0.001
O -1.62102 2.44369 2.62022 -0.01 0.00 -0.01 0.000
C -1.58100 2.65503 1.41765 -0.01 0.05 -0.04 0.003
C -2.37411 3.78593 0.73670 -0.05 -0.03 0.02 0.002
C -1.87766 3.75919 -0.70374 0.00 -0.01 -0.03 0.001
C -0.95289 2.54602 -0.71029 0.07 0.03 0.07 0.003
O -0.33663 2.12928 -1.69745 -0.04 -0.03 -0.06 0.027
N -0.85207 1.97105 0.49671 0.01 0.03 0.13 0.024
H -2.20169 4.72532 1.26311 0.02 -0.01 -0.01 0.000
H -3.43480 3.54508 0.82693 -0.01 0.01 0.00 0.000
H -1.30590 4.64421 -0.98984 0.00 0.00 0.01 0.000
H -2.65984 3.61751 -1.45001 -0.01 0.00 0.00 0.000
O 2.69734 -1.35381 -0.05032 0.05 -0.05 -0.07 0.020
S 2.22545 -1.92193 -1.32842 -0.01 0.04 0.17 0.005
O 3.28973 -2.39243 -2.19711 -0.01 -0.01 -0.05 0.004
O 1.41964 -0.83240 -2.01301 -0.08 0.17 0.22 0.047
S 0.90701 -3.40438 -0.90292 -0.01 -0.02 0.03 0.012